# C3H12N2OS

2 unconnected molecules or ions with the total composition C3H12N2OS (ωB97M-V with the def2-TZVPD basis set, the OMol25 dataset).

Total energy in eV: -19168.1019
HOMO in eV: -9.3
SMILES: NC[C@@H](N)CS.O
E_LUMO in eV: 0.82
Energy above the lowest of the compared OMol25 structures with the same formula, charge and spin in kJ/mol: 61.6

```
! wB97M-V def2-TZVPD RIJCOSX def2/J DEFGRID3
* xyz 0 1
S 1.22 2.61 0.19
O -0.77 1.39 2.44
N 1.24 -0.69 -1.52
N -0.73 -2.30 0.18
C 0.48 -0.17 -0.40
C -0.89 -0.91 -0.27
C 0.15 1.34 -0.55
H 0.08 1.51 -1.63
H -1.59 -2.76 0.40
H -1.29 -1.03 -1.29
H -0.85 1.42 -0.12
H 2.41 2.00 -0.03
H -0.56 0.59 2.93
H 0.03 1.74 2.01
H -1.66 -0.36 0.30
H -0.10 -2.35 0.98
H 1.06 -0.09 -2.32
H 0.84 -1.56 -1.86
H 0.95 -0.39 0.58
*
```

***

# C39H73Br2FN2O11S

7 unconnected molecules or ions with the total composition C39H73Br2FN2O11S (ωB97M-V with the def2-TZVPD basis set, the OMol25 dataset).

Total energy in eV: -220764.4852
HOMO in eV: -9.2
SMILES: CC(=O)NCCCCc1c(S(C)(=O)=O)cc(C[C@H](C)F)c2c1C(=O)N(/C(Br)=C(\C)Br)C2=O.CC(C)O.CC(C)O.CC(C)O.CC(C)O.CC(C)O.CC(C)O
E_LUMO in eV: -1.42

```
! wB97M-V def2-TZVPD RIJCOSX def2/J DEFGRID3
* xyz 0 1
Br 5.62 1.41 2.14
Br 3.22 3.62 1.76
S 0.54 -4.06 -2.58
F 2.64 1.88 -6.37
O 0.25 1.05 0.91
O -6.56 -0.51 0.23
O -1.14 -7.46 -0.19
O -1.48 11.36 2.18
O 2.45 7.21 2.80
O -0.48 -4.04 -3.63
O -4.95 -11.57 -2.01
O 9.10 1.88 3.67
O 0.11 -4.74 -1.36
O 2.81 2.78 -2.28
O -2.54 -0.23 3.16
N 2.09 1.83 -0.26
N -1.97 -2.47 2.74
C -0.13 13.21 1.42
C 0.71 -1.58 -1.10
C -6.30 -10.60 -0.27
C -0.69 -2.35 3.45
C 2.12 1.39 -5.15
C 0.57 8.66 2.41
C 9.36 4.17 2.96
C 1.85 -1.71 -3.38
C 10.41 2.28 1.68
C -1.73 13.46 3.34
C 3.13 0.38 -4.44
C -5.37 -10.33 -1.44
C 2.37 1.86 -1.66
C -1.96 -8.44 -2.23
C -8.83 -1.09 -0.31
C 1.04 0.89 0.04
C 9.22 2.72 2.52
C -0.77 12.52 2.62
C -1.33 -8.70 -0.86
C 2.03 -4.96 -3.18
C -7.89 -0.55 0.75
C -2.59 -1.22 2.46
C 1.20 -0.22 -1.04
C -8.30 0.85 1.19
C 0.55 -2.01 2.54
C 3.18 1.97 0.67
C 2.06 7.91 0.53
C 0.66 -2.85 1.21
C 0.72 0.74 -5.45
C 4.25 -0.27 0.10
C -6.06 -9.49 -2.51
C 4.19 1.08 0.87
C -3.45 -1.16 1.13
C 2.01 0.41 -2.11
C 1.06 -2.34 -2.32
C -0.16 -2.16 0.04
C 2.32 -0.33 -3.32
C 0.00 -9.42 -0.99
C 1.43 7.53 1.86
H 1.73 -3.04 0.91
H 0.71 -8.82 -1.56
H 0.11 0.59 -4.52
H -4.54 -1.17 1.40
H -3.30 -2.09 0.52
H -1.21 14.35 3.71
H 0.13 8.38 3.37
H -8.82 -0.45 -1.20
H -5.39 -9.31 -3.35
H 3.00 8.00 2.92
H 2.68 7.10 0.16
H 4.35 -0.08 -1.00
H 0.22 -3.87 1.39
H -0.24 8.92 1.72
H -8.27 1.55 0.35
H -7.18 -11.16 -0.59
H 8.50 4.46 3.57
H -0.54 -6.92 -0.72
H -2.17 11.65 1.57
H -4.48 -9.81 -1.09
H -6.55 0.08 -0.53
H 1.17 9.56 2.59
H 0.44 -9.59 -0.01
H 0.77 -0.18 -6.09
H -0.74 -1.54 4.23
H 8.30 2.60 1.94
H -8.52 -2.09 -0.63
H 1.30 8.14 -0.22
H 0.01 12.18 3.31
H -1.31 -7.81 -2.84
H 10.25 4.30 3.58
H -7.88 -1.22 1.61
H -9.31 0.85 1.61
H -0.89 13.51 0.69
H 10.30 1.23 1.38
H 0.55 12.52 0.90
H 9.91 1.98 4.19
H -0.47 -3.29 4.02
H 2.10 -2.30 -4.29
H -2.02 -9.29 -0.25
H -0.97 -2.85 -0.32
H 0.81 6.64 1.74
H 0.15 1.51 -6.05
H -7.60 1.23 1.95
H -2.91 -7.91 -2.12
H -2.19 12.95 4.19
H 0.64 -0.90 2.36
H 2.18 -4.65 -4.25
H 1.87 -6.06 -3.10
H 2.91 -4.60 -2.58
H -1.93 -3.07 1.92
H 0.44 14.09 1.73
H 3.40 -0.96 0.32
H 1.47 -2.26 3.15
H -6.39 -8.53 -2.11
H -0.70 -1.28 0.50
H -3.24 -0.24 0.53
H 11.33 2.35 2.26
H -2.14 -9.38 -2.76
H -0.12 -10.39 -1.49
H 2.71 8.78 0.65
H 1.91 2.24 -4.45
H -6.63 -9.67 0.20
H -6.94 -10.02 -2.91
H 3.42 -0.40 -5.19
H 9.42 4.84 2.10
H -5.73 -12.03 -2.33
H 10.51 2.89 0.79
H -5.80 -11.21 0.48
H 4.02 0.94 -4.04
H 5.20 -0.80 0.39
H -9.86 -1.14 0.06
H -2.54 13.77 2.68
*
```

***

> The lowest total energy belongs to which entry?

C39H73Br2FN2O11S

***

> Which of these has the highest total energy?

C3H12N2OS

***

> Among the records above, which one has the highest E_LUMO?

C3H12N2OS

***

> The highest E_LUMO belongs to which entry?

C3H12N2OS